{
  "formula": "H41O20",
  "method": "ωB97M-V/def2-TZVPD",
  "species": ["O", "O", "O", "O", "O", "O", "O", "O", "O", "O", "O", "O", "O", "O", "O", "O", "O", "O", "O", "O", "H", "H", "H", "H", "H", "H", "H", "H", "H", "H", "H", "H", "H", "H", "H", "H", "H", "H", "H", "H", "H", "H", "H", "H", "H", "H", "H", "H", "H", "H", "H", "H", "H", "H", "H", "H", "H", "H", "H", "H", "H"],
  "xyz": [[5.359, 1.650, -2.271], [1.136, -2.895, -1.469], [0.480, -1.231, 1.850], [1.448, 2.112, -1.145], [-0.323, 3.811, 0.870], [-0.012, 1.248, 2.648], [0.027, -0.783, -2.529], [-0.776, -3.274, 1.824], [1.088, -3.952, 3.420], [2.252, 2.034, -3.599], [-0.383, -5.288, -0.027], [-1.221, 4.207, -3.213], [4.881, 0.758, 0.919], [-0.920, 1.400, -3.922], [-1.941, -0.421, 1.220], [-2.357, 1.959, 2.269], [0.928, -1.407, 4.350], [-2.840, -1.813, 2.429], [-3.594, 1.254, -3.194], [-2.979, 1.513, -0.377], [-1.291, 0.994, -4.720], [0.355, -2.158, 2.131], [-3.306, 1.789, -1.248], [0.829, -3.739, -1.829], [0.409, 4.323, 1.153], [-1.274, -1.120, 1.221], [1.605, -4.159, 4.204], [-0.685, -3.992, 1.163], [-3.116, 0.576, -0.361], [1.384, -0.874, 5.011], [-0.623, 0.634, -3.391], [5.394, 0.897, 0.114], [-2.840, 1.829, -3.350], [-1.673, 2.580, 2.003], [-1.258, -5.633, 0.166], [2.236, 1.597, -1.339], [-2.233, 1.018, 1.866], [-0.120, 0.302, 2.515], [0.384, 1.565, 1.821], [1.412, -1.055, 1.630], [0.688, -0.842, 3.613], [0.709, 1.633, -0.769], [-0.706, 3.704, -2.576], [0.143, -6.104, -0.064], [1.384, -2.970, -0.548], [-0.819, -1.174, -2.316], [4.767, 1.006, -2.705], [0.620, -1.428, -2.084], [5.623, 0.399, 1.429], [-3.676, -1.982, 2.890], [-1.269, 3.565, -3.934], [-2.689, -0.876, 1.654], [1.472, 1.470, -3.609], [0.777, -3.071, 3.712], [2.078, 2.662, -4.322], [5.352, 1.103, -1.474], [-3.166, 0.392, -3.156], [-0.452, -3.723, 2.629], [-2.778, -2.383, 1.652], [-0.434, 3.847, -0.079], [-3.208, 2.388, 2.087]],
  "forces_ev_per_angstrom": [[-0.88, -1.64, 0.35], [0.10, 0.10, -0.44], [1.33, 0.73, -0.57], [-0.42, 1.12, 0.46], [-1.75, -1.39, 0.47], [0.48, 0.75, 0.05], [0.02, 0.02, 0.19], [-0.77, -1.51, -0.30], [-0.05, 0.33, 0.55], [0.10, 0.12, -0.98], [0.12, -0.57, -0.13], [-0.15, -0.26, -0.04], [0.97, -0.43, -0.11], [-0.11, -0.46, -0.30], [1.38, 3.48, -3.25], [-1.47, -0.03, 0.79], [0.09, -0.10, 0.88], [-3.20, -3.59, 3.49], [-0.30, -0.22, 0.31], [-0.08, 1.18, -0.13], [0.23, 0.20, 0.05], [0.22, 0.17, -0.89], [-0.13, -0.08, 0.03], [0.16, 0.13, 0.53], [1.11, 0.80, -0.02], [0.62, 0.74, 0.00], [0.19, -0.56, -0.03], [0.43, 0.41, 0.10], [0.13, -0.87, 0.05], [-0.15, -0.05, -0.08], [0.27, 0.27, -0.04], [-0.43, 0.44, -0.05], [0.28, 0.30, -0.18], [1.33, 0.37, -0.45], [-0.40, -0.08, -0.14], [-0.42, -0.28, 0.06], [0.65, 0.02, -0.47], [-0.11, -0.09, -0.39], [0.08, 0.00, 0.25], [-0.40, -0.27, 0.20], [0.20, 0.27, 0.09], [0.41, -0.78, 0.00], [0.27, 0.05, 0.10], [0.13, 0.39, 0.08], [-0.08, -0.52, 0.19], [-0.46, -0.05, 0.05], [0.06, 0.97, -1.08], [0.08, 0.23, -0.36], [-0.52, -0.03, 0.59], [0.11, -0.43, -0.09], [0.02, 0.22, -0.03], [-0.19, 1.35, -0.15], [-0.09, 0.11, 0.05], [0.51, 0.06, 0.22], [0.26, -0.30, 0.43], [0.72, 0.69, 0.28], [-0.22, -0.01, -0.07], [-0.38, -0.28, -0.12], [-0.11, -1.01, 0.62], [0.36, 0.30, -0.20], [-0.14, -0.40, -0.40]],
  "e_homo_ev": -12.66,
  "spin_multiplicity": 1,
  "e_lumo_ev": -2.9,
  "relative_energy_kj_mol": 423.46,
  "charge": 1,
  "homo_lumo_gap_ev": 9.78
}